1.
A 3-piece molecular cluster, C55H49F6N2O7PS2 overall at a distorted geometry. Source: OMol25; level of theory: ωB97M-V/def2-TZVPD.

- Charge: 0
- LUMO energy: -1.1886 eV
- HOMO level: -8.23 eV
- SMILES: CCOCCOc1c(CCCF)cc2c(c1[PH2]=S)N(C(F)(F)C(F)F)c1ccc(CCCCNC(C)=O)c(F)c1S2.O=C1c2ccccc2C(=O)c2ccccc21.O=C1c2ccccc2C(=O)c2ccccc21
- Kohn-Sham gap: 7.04 eV

Last column: Löwdin charge in e.
Atoms and positions in Å:
S: 1.128 7.491 0.148  0.13
S: 0.756 0.740 -0.435  1.07
P: 0.167 6.045 1.040  0.44
F: 1.434 2.737 -2.700  0.07
F: -0.111 3.477 -4.029  0.07
F: 5.933 6.137 1.783  -0.06
F: -1.394 -1.282 -0.149  0.06
F: -1.589 4.462 -2.142  0.12
F: 0.478 4.974 -1.806  0.12
O: 0.246 3.920 4.214  -0.14
O: 2.673 5.435 2.604  -0.09
O: -7.130 3.648 3.412  0.05
O: 5.661 -4.997 -2.565  0.11
O: 5.719 -0.791 0.734  0.09
O: -3.271 -4.401 -5.676  0.11
O: -1.837 -7.526 -1.587  0.11
N: -0.579 3.481 -0.381  0.04
N: -7.317 2.244 1.588  0.04
C: -1.461 -3.342 -3.827  0.00
C: 5.601 4.800 1.539  -0.18
C: 3.009 3.148 1.932  -0.14
C: 6.995 -5.300 -0.126  0.00
C: -1.647 -5.424 -2.625  -0.08
C: -5.049 -8.170 -5.351  -0.06
C: 4.461 -0.466 -1.736  -0.01
C: -1.293 2.014 4.218  -0.06
C: -3.556 -6.457 -4.569  -0.08
C: 7.079 -3.091 1.564  0.00
C: 5.073 -1.653 -1.359  -0.08
C: 0.167 2.504 4.200  -0.26
C: -4.502 -6.904 -5.484  0.00
C: 4.499 -2.626 -3.489  0.00
C: -1.446 2.325 -0.299  -0.22
C: 2.273 4.337 1.871  -0.25
C: -2.186 -6.806 -2.499  -0.28
C: -7.994 4.688 1.470  -0.01
C: -3.709 -8.556 -3.390  0.00
C: 1.383 2.163 0.451  -0.42
C: -3.167 -7.281 -3.512  -0.08
C: -2.816 2.582 -0.210  0.01
C: 5.731 -1.740 -0.028  -0.28
C: 0.651 3.336 0.366  -0.22
C: 1.554 4.366 4.585  -0.17
C: 6.378 -4.114 -0.505  -0.08
C: -3.720 1.545 -0.094  -0.01
C: -0.388 3.947 -1.747  -0.47
C: -1.903 -0.040 -0.177  -0.24
C: -6.323 0.014 1.472  -0.17
C: 4.273 2.936 2.765  -0.11
C: -0.257 -3.662 -1.768  -0.06
C: -0.999 1.016 -0.301  -0.35
C: -2.001 -4.617 -3.708  -0.08
C: -6.358 1.339 2.286  -0.19
C: 3.876 -0.356 -2.987  -0.05
C: 6.410 -3.008 0.348  -0.08
C: -4.273 -0.900 0.111  -0.10
C: -0.591 -2.867 -2.860  -0.06
C: 1.956 5.633 3.832  -0.14
C: -3.238 0.233 -0.070  -0.15
C: 7.704 -4.271 1.931  -0.06
C: -4.647 -8.998 -4.308  -0.06
C: 0.095 2.907 -2.795  -0.28
C: -2.966 -5.101 -4.732  -0.28
C: 7.656 -5.378 1.089  -0.05
C: -0.778 -4.939 -1.653  0.00
C: 5.701 -4.033 -1.829  -0.28
C: -7.430 3.490 2.238  -0.51
C: -4.934 -0.701 1.526  -0.17
C: 5.218 4.151 2.881  -0.16
C: 3.903 -1.433 -3.868  -0.05
C: 1.113 4.453 1.096  -0.20
C: 5.080 -2.742 -2.232  -0.08
C: 2.529 2.069 1.202  -0.04
H: -1.468 1.241 3.451  0.06
H: -2.028 2.810 4.041  0.08
H: -9.041 4.525 1.174  0.08
H: -5.071 -9.990 -4.209  0.11
H: -5.790 -8.514 -6.061  0.11
H: -6.949 2.474 0.665  0.11
H: -0.461 1.964 -2.806  0.15
H: 4.443 0.376 -1.056  0.11
H: -1.008 5.797 0.297  -0.02
H: 3.401 0.573 -3.281  0.10
H: -3.691 -1.830 0.153  0.11
H: 3.087 1.132 1.278  0.12
H: 0.413 -3.283 -1.007  0.11
H: -6.507 0.307 0.427  0.09
H: 2.286 3.551 4.525  0.11
H: -4.271 -0.032 2.101  0.10
H: -3.148 3.620 -0.214  0.13
H: 3.456 -1.342 -4.850  0.11
H: -1.558 1.536 5.173  0.07
H: -5.015 -0.884 -0.693  0.12
H: 4.515 -3.465 -4.172  0.12
H: -0.257 6.414 2.331  -0.02
H: -6.728 1.203 3.306  0.12
H: -4.778 1.775 -0.016  0.11
H: -0.514 -5.559 -0.807  0.12
H: -7.437 4.899 0.541  0.08
H: 1.492 4.642 5.656  0.14
H: 2.621 6.204 4.498  0.14
H: -4.814 -6.263 -6.297  0.12
H: -1.724 -2.720 -4.673  0.12
H: 6.962 -6.159 -0.782  0.12
H: 0.655 2.075 3.307  0.11
H: -5.385 1.854 2.302  0.11
H: -3.400 -9.199 -2.577  0.12
H: 0.683 2.056 5.070  0.12
H: -0.175 -1.871 -2.951  0.10
H: 8.229 -4.332 2.875  0.11
H: 4.770 4.931 3.510  0.10
H: 7.115 -2.232 2.221  0.12
H: -7.952 5.586 2.092  0.08
H: -7.103 -0.650 1.861  0.11
H: -4.955 -1.640 2.094  0.11
H: 3.990 2.643 3.789  0.11
H: 6.144 3.863 3.403  0.12
H: 1.051 6.244 3.718  0.09
H: 4.796 2.061 2.347  0.12
H: 8.139 -6.302 1.381  0.11
H: 6.501 4.294 1.161  0.12
H: 4.778 4.807 0.814  0.12


2.
A 8-piece molecular cluster, C55H50N5O16 overall at a distorted geometry. Source: OMol25; level of theory: ωB97M-V/def2-TZVPD.

- Charge: +1
- LUMO energy: -3.6251 eV
- HOMO level: -11.87 eV
- Kohn-Sham gap: 8.25 eV

Last column: Löwdin charge in e.
Atoms and positions in Å:
O: -7.417 6.162 -3.878  0.12
O: -3.764 -4.980 -4.913  0.12
O: -2.216 2.806 -9.371  0.12
O: 3.477 5.258 -6.703  0.13
O: 0.554 -1.782 3.194  0.06
O: -1.269 -5.112 1.966  0.08
O: 1.317 -1.034 11.863  0.12
O: 1.834 -9.303 2.905  0.12
O: 2.590 0.532 3.177  -0.10
O: -2.866 0.112 -3.775  0.08
O: -0.487 -3.249 7.400  0.09
O: -0.966 4.064 -4.380  0.06
O: -3.953 2.879 -1.585  0.09
O: -3.312 -1.345 6.789  0.11
O: 4.573 2.435 -2.357  0.07
O: 2.652 0.910 5.261  0.09
N: 1.478 1.277 0.508  0.02
N: 4.123 0.158 -0.180  0.15
N: 3.331 0.914 4.312  0.01
N: 3.774 -1.480 1.574  0.03
N: 1.176 -0.851 -0.541  0.13
C: 3.251 -0.319 0.875  -0.42
C: 1.722 -0.225 0.640  -0.23
C: 0.070 1.777 0.508  -0.07
C: -0.149 1.309 -2.841  -0.16
C: -1.289 -2.780 4.254  0.02
C: 5.126 4.412 -5.251  0.03
C: -0.889 -1.750 9.179  0.03
C: -1.238 4.795 -6.602  0.02
C: 2.146 3.088 2.202  -0.06
C: -7.025 4.540 -2.220  0.03
C: -0.555 -6.073 2.187  -0.37
C: -2.711 -3.420 -3.503  0.03
C: -0.336 -1.676 4.025  -0.35
C: -3.560 -3.815 -4.655  -0.38
C: -2.488 -2.140 -3.218  0.02
C: 0.576 0.638 -3.530  0.09
C: 3.813 -2.734 0.798  -0.25
C: -0.254 2.688 -0.716  -0.12
C: -5.218 5.328 -3.817  0.03
C: 1.785 3.977 2.926  0.17
C: 0.366 -6.106 3.350  0.02
C: -1.041 1.951 -1.828  -0.20
C: -0.433 -1.193 10.299  0.03
C: 3.347 0.829 1.985  -0.17
C: 2.650 3.987 -4.908  0.04
C: 5.396 3.702 -4.158  0.02
C: -4.350 4.502 -3.240  0.03
C: -1.553 4.480 -7.856  0.04
C: -3.075 -1.055 -4.039  -0.37
C: -6.155 3.714 -1.644  0.02
C: -6.626 5.412 -3.353  -0.38
C: 1.145 -7.159 3.584  0.03
C: 3.729 4.611 -5.711  -0.37
C: -4.751 3.632 -2.109  -0.37
C: -1.943 2.075 -7.152  0.04
C: -0.497 -0.444 4.829  0.02
C: -1.931 3.093 -8.230  -0.38
C: 2.534 1.983 1.315  -0.18
C: -2.427 -1.447 5.967  -0.40
C: 2.922 3.277 -3.817  0.02
C: 0.902 -1.539 10.844  -0.38
C: -0.078 -2.738 8.428  -0.36
C: 0.204 -8.311 1.529  0.03
C: -2.259 -2.675 5.159  0.03
C: -1.628 2.391 -5.898  0.02
C: -1.469 -0.338 5.733  0.03
C: -0.575 -7.257 1.296  0.02
C: 4.315 3.081 -3.359  -0.37
C: -4.147 -2.727 -5.476  0.03
C: 1.126 -8.345 2.692  -0.38
C: -1.253 3.774 -5.529  -0.39
C: -3.922 -1.447 -5.189  0.02
C: 1.255 -3.086 8.972  0.02
C: 4.993 -2.841 -0.182  -0.10
C: 1.711 -2.530 10.092  0.03
H: -1.151 -3.668 3.650  0.08
H: 5.923 -2.435 0.230  0.08
H: 0.211 0.352 4.644  0.09
H: -6.427 3.069 -0.818  0.12
H: -1.682 1.155 -1.425  0.11
H: 2.682 -2.771 10.505  0.13
H: 0.204 -9.185 0.890  0.13
H: 1.375 0.107 -4.009  0.05
H: -4.343 -0.639 -5.775  0.12
H: 4.766 -2.228 -1.068  0.05
H: 1.145 -0.570 1.508  0.13
H: 1.829 -3.812 8.410  0.12
H: 1.823 -7.203 4.426  0.13
H: 1.638 4.143 -5.254  0.11
H: -1.009 -0.470 10.862  0.13
H: -0.199 2.265 1.448  0.13
H: 4.362 1.078 2.308  0.16
H: -1.550 5.210 -8.656  0.13
H: -8.055 4.615 -1.895  0.13
H: -1.873 -1.830 -2.383  0.11
H: -1.630 1.662 -5.099  0.08
H: 3.930 -3.542 1.536  0.12
H: -0.593 0.907 0.413  0.12
H: 1.617 -1.742 -0.736  0.08
H: 6.407 3.546 -3.804  0.12
H: 2.145 2.814 -3.223  0.08
H: 0.653 3.164 -1.119  0.12
H: -1.255 -7.214 0.455  0.12
H: 3.171 2.475 0.565  0.16
H: -2.964 -3.474 5.345  0.13
H: -3.318 4.427 -3.563  0.10
H: -1.862 -1.511 8.770  0.11
H: 0.368 -5.235 3.992  0.11
H: -1.606 0.553 6.334  0.13
H: 2.881 -2.968 0.254  0.09
H: -4.763 -3.035 -6.312  0.13
H: 1.614 4.925 3.401  0.06
H: -2.291 -4.227 -2.916  0.12
H: 0.195 -1.071 -0.390  0.09
H: -0.894 3.515 -0.380  0.12
H: 3.175 -1.663 2.377  0.11
H: 5.901 4.873 -5.849  0.13
H: 4.836 0.777 0.179  0.10
H: -1.720 2.630 -2.350  0.08
H: -0.959 5.800 -6.310  0.12
H: 5.140 -3.861 -0.555  0.07
H: -4.946 5.973 -4.643  0.12
H: -2.220 1.069 -7.443  0.12
H: 1.787 1.443 -0.458  0.15
H: 3.639 0.560 -0.974  0.07


3.
C55H51N5O4P2ReS as an isolated structure. Source: OMol25; level of theory: ωB97M-V/def2-TZVPD.

- Charge: +2
- Energy relative to the best compared isomer or geometry (same formula, charge and spin): 0.000 eV
- LUMO energy (alpha / beta): -5.1129 / -6.7681 eV
- HOMO level (alpha / beta): -12.47 / -12.57 eV
- Expectation value of S²: 3.780
- Multiplicity: 4
- Kohn-Sham gap (alpha / beta): 7.36 / 5.81 eV

Last column: Löwdin charge in e.
Atoms and positions in Å:
Re: -0.085 -0.034 0.355  1.41
S: 1.435 0.955 -1.431  0.83
P: -1.601 1.284 -2.397  1.09
P: 0.593 -2.120 -0.785  1.03
O: 2.701 1.418 -0.849  -0.42
O: 1.643 -0.007 1.269  -0.26
O: 2.223 -1.960 4.974  0.08
O: -2.004 -0.546 -0.038  -0.34
N: -0.456 -1.034 2.106  -0.14
N: -0.346 1.993 0.941  0.00
N: 0.517 4.062 1.567  -0.13
N: 0.156 2.456 3.180  -0.13
N: 0.656 -1.181 2.951  0.06
C: -1.750 -2.890 -2.014  -0.09
C: 1.711 -0.632 2.433  -0.40
C: -4.326 3.039 0.095  -0.06
C: -4.245 -1.207 0.050  -0.01
C: 4.483 -1.366 4.867  0.00
C: -3.921 -0.659 -5.854  -0.07
C: 1.740 4.013 -3.979  -0.03
C: -2.808 -1.599 1.957  -0.14
C: 3.781 -4.044 1.882  -0.05
C: -0.481 3.138 -4.282  -0.06
C: -3.897 -2.191 2.639  -0.01
C: -0.655 -3.328 -1.268  -0.34
C: 2.505 -0.042 -3.760  -0.03
C: -0.803 1.544 3.783  -0.03
C: 1.474 -3.736 1.290  -0.12
C: 1.411 -1.661 -2.334  -0.34
C: 0.096 2.823 1.890  -0.40
C: 5.537 -0.749 4.229  -0.05
C: 3.010 -0.661 3.086  -0.09
C: -2.983 -1.099 0.651  -0.33
C: 4.167 -3.259 0.805  -0.05
C: -0.316 2.288 -3.189  -0.36
C: -2.539 -0.780 -5.767  -0.07
C: 0.224 5.214 2.419  -0.02
C: 5.355 -0.081 3.014  -0.07
C: -1.400 -5.602 -1.521  -0.05
C: 2.833 -1.050 -4.649  -0.02
C: 1.734 -2.664 -3.249  -0.05
C: 0.539 3.987 -4.679  -0.03
C: 1.857 -2.950 0.202  -0.35
C: -2.664 -3.807 -2.504  -0.05
C: 2.437 -2.360 -4.401  -0.03
C: 3.207 -1.332 4.304  -0.26
C: 4.101 -0.042 2.452  -0.02
C: -3.929 0.704 -3.871  -0.08
C: -2.871 3.822 -2.131  -0.07
C: -4.614 0.079 -4.906  -0.06
C: 0.893 4.380 0.197  -0.02
C: 0.932 2.256 -2.578  -0.39
C: 1.171 2.979 4.091  -0.02
C: 3.211 -2.712 -0.036  -0.06
C: -1.544 -1.566 2.591  -0.03
C: -5.288 -1.782 0.741  -0.03
C: 2.435 -4.285 2.122  -0.05
C: -2.495 -5.162 -2.250  -0.05
C: -2.712 2.525 -1.636  -0.37
C: -0.472 -4.691 -1.036  -0.08
C: 1.781 -0.351 -2.612  -0.34
C: -3.738 4.714 -1.520  -0.06
C: -4.470 4.324 -0.406  -0.06
C: 1.954 3.130 -2.933  -0.09
C: -2.545 0.589 -3.780  -0.37
C: -1.855 -0.166 -4.732  -0.11
C: -3.449 2.150 -0.512  -0.11
C: -5.126 -2.278 2.044  -0.05
H: 0.388 -5.049 -0.485  0.10
H: 4.615 -1.885 5.806  0.13
H: 4.530 -4.467 2.538  0.12
H: 0.025 4.628 -0.425  0.10
H: -1.997 -1.354 -6.507  0.11
H: 3.394 -0.813 -5.543  0.12
H: 1.433 -3.685 -3.051  0.12
H: 2.899 3.101 -2.405  0.12
H: 2.810 0.973 -3.968  0.12
H: 0.745 3.680 4.811  0.10
H: -5.151 5.019 0.066  0.11
H: -0.700 2.539 0.160  0.04
H: -1.886 -1.838 -2.222  0.08
H: -5.960 -2.726 2.564  0.12
H: 0.396 4.641 -5.528  0.12
H: -5.688 0.181 -4.977  0.11
H: -0.326 0.612 4.084  0.07
H: 6.520 -0.785 4.680  0.12
H: -6.258 -1.856 0.265  0.12
H: 2.523 4.700 -4.270  0.12
H: 1.550 5.248 0.217  0.11
H: -3.345 1.154 -0.107  0.06
H: -4.899 2.724 0.957  0.11
H: 3.526 -2.093 -0.866  0.11
H: 0.424 -3.924 1.489  0.11
H: 1.139 5.740 2.691  0.10
H: -1.418 3.129 -4.825  0.12
H: 1.442 3.547 -0.238  0.06
H: -0.288 4.897 3.322  0.09
H: -3.213 -5.877 -2.629  0.12
H: 1.601 2.139 4.638  0.10
H: -0.430 5.898 1.875  0.10
H: -3.507 -3.460 -3.090  0.11
H: -4.456 -1.136 -6.665  0.11
H: -1.220 2.019 4.673  0.11
H: -4.374 -0.831 -0.957  0.12
H: 1.392 -1.875 4.474  0.07
H: 2.133 -4.894 2.964  0.12
H: -1.613 1.345 3.084  0.08
H: 6.190 0.399 2.523  0.11
H: 1.958 3.470 3.526  0.10
H: -1.435 -2.021 3.572  0.15
H: -1.260 -6.658 -1.333  0.12
H: 2.684 -3.144 -5.104  0.12
H: -3.848 5.713 -1.921  0.11
H: -3.737 -2.572 3.640  0.12
H: 5.216 -3.069 0.620  0.12
H: -0.775 -0.273 -4.666  0.10
H: 3.932 0.462 1.509  0.11
H: -4.477 1.291 -3.143  0.10
H: -2.319 4.154 -2.998  0.09


Number 1: energy -4498.38918 hartree. Number 2: energy -3602.74628 hartree. Number 3: energy -3859.96557 hartree.